[1]
Density functional theory data (ωB97M-V with the def2-TZVPD basis set) for CoH12O6 as an isolated structure in a non-equilibrium geometry.

Output
* electronic energy: -50092.230 eV
* frontier orbital gap (alpha / beta): 12.910 / 11.225 eV
* LUMO energy (alpha / beta): -0.2598 / -0.2898 hartree
* <S²>: 3.75

Structure (ORCA input):
```
! wB97M-V def2-TZVPD RIJCOSX def2/J DEFGRID3
* xyz 2 4
Co -0.06 -0.18 -0.06
O -0.88 -0.49 -1.94
H -1.78 -0.11 -2.27
H -0.37 -0.14 -2.66
O 0.47 1.81 -0.62
H 1.13 2.33 -0.14
H 0.12 2.51 -1.13
O -1.85 0.66 0.83
H -2.12 1.59 0.83
H -2.22 0.27 1.65
O 0.83 0.30 1.76
H 1.64 0.10 2.23
H 0.58 0.99 2.36
O -0.65 -2.10 0.49
H -0.28 -2.78 1.04
H -1.55 -2.36 0.21
O 1.90 -0.76 -0.79
H 2.53 -1.46 -0.61
H 2.55 -0.16 -1.17
*
```


[2]
Density functional theory data (ωB97M-V with the def2-TZVPD basis set) for CsH4O2 as an isolated structure.

Output
* electronic energy: -4702.566 eV
* frontier orbital gap: 11.783 eV
* LUMO energy: -0.1413 hartree

Structure (ORCA input):
```
! wB97M-V def2-TZVPD RIJCOSX def2/J DEFGRID3
* xyz 1 1
Cs 18.96 3.95 -6.37
O 18.01 7.13 -7.49
H 17.56 7.99 -7.41
H 17.50 6.55 -6.91
O 19.27 2.99 -9.19
H 20.17 3.06 -9.56
H 18.75 3.67 -9.65
*
```


[3]
Density functional theory data (ωB97M-V with the def2-TZVPD basis set) for CsNO3 as an isolated structure in a non-equilibrium geometry.

Output
* electronic energy: -8176.788 eV
* frontier orbital gap: 6.611 eV
* LUMO energy: -0.0377 hartree

Structure (ORCA input):
```
! wB97M-V def2-TZVPD RIJCOSX def2/J DEFGRID3
* xyz 0 1
Cs -20.68 1.58 5.20
N -20.82 1.50 1.40
O -20.34 1.03 2.38
O -21.27 2.64 1.44
O -20.94 0.84 0.40
*
```